1.
A structure of composition C35H28As2Br2NOPd. Source: the OMol25 dataset; level of theory: the ωB97M-V functional and the def2-TZVPD basis.

Output
Charge: +1
Molar mass: 894.69 g mol⁻¹
Kohn-Sham gap: 6.462 eV

```
70
C35H28As2Br2NOPd the ωB97M-V functional and the def2-TZVPD basis
Pd 0.963 -0.820 -0.846
Br 1.801 -1.852 4.005
C 3.022 -1.492 2.618
C 4.393 -1.344 2.920
C 5.311 -1.099 1.940
Br 7.133 -0.921 2.392
C 4.897 -0.982 0.589
C 5.739 -0.754 -0.520
C 5.207 -0.679 -1.778
C 3.820 -0.791 -1.947
N 3.002 -0.983 -0.932
C 3.522 -1.106 0.329
C 2.566 -1.383 1.330
O 1.300 -1.542 0.964
H 4.712 -1.434 3.949
H 6.804 -0.653 -0.364
H 5.833 -0.523 -2.644
H 3.379 -0.735 -2.933
C -0.104 1.197 1.574
C -1.416 0.530 1.182
As -1.312 -0.993 -0.041
C -3.113 -1.117 -0.716
C -3.447 -1.178 -2.062
C -4.781 -1.249 -2.439
C -5.776 -1.258 -1.473
C -5.439 -1.217 -0.128
C -4.108 -1.151 0.258
C -1.214 -2.618 1.001
C -0.653 -3.737 0.399
C -0.537 -4.922 1.109
C -0.973 -4.988 2.425
C -1.536 -3.872 3.026
C -1.659 -2.687 2.314
As 1.103 2.029 0.213
C 0.409 3.851 0.328
C -0.039 4.584 -0.766
C -0.471 5.895 -0.603
C -0.446 6.489 0.649
C 0.033 5.775 1.739
C 0.465 4.468 1.577
C 0.266 1.488 -1.506
C -1.077 1.719 -1.841
C -1.601 1.247 -3.026
C -0.838 0.448 -3.877
C 0.496 0.237 -3.597
C 1.077 0.799 -2.442
H 0.514 0.495 2.132
H -0.327 2.034 2.236
H -2.096 1.235 0.704
H -1.928 0.161 2.073
H -2.675 -1.208 -2.816
H -5.041 -1.304 -3.488
H -6.815 -1.311 -1.768
H -6.212 -1.243 0.628
H -3.863 -1.141 1.311
H -0.305 -3.696 -0.626
H -0.100 -5.792 0.637
H -0.873 -5.909 2.984
H -1.871 -3.919 4.054
H -2.080 -1.820 2.808
H -0.043 4.153 -1.759
H -0.824 6.453 -1.461
H -0.787 7.508 0.775
H 0.078 6.239 2.716
H 0.859 3.936 2.437
H -1.690 2.325 -1.186
H -2.626 1.481 -3.284
H -1.274 0.039 -4.780
H 1.122 -0.286 -4.309
H 2.148 0.895 -2.366
```

=====

2.
A structure of composition C28H32ClF18IN2O12S. Source: the OMol25 dataset; level of theory: the ωB97M-V functional and the def2-TZVPD basis.

Output
Charge: 0
Molar mass: 1124.95 g mol⁻¹
Kohn-Sham gap: 9.053 eV

```
95
C28H32ClF18IN2O12S the ωB97M-V functional and the def2-TZVPD basis
N -4.034 0.459 -1.788
C -4.494 1.265 -2.466
C -5.209 2.140 -3.412
Cl -5.204 1.342 -4.997
C -6.662 2.477 -2.919
S -6.758 2.396 -1.089
I -7.190 4.463 -3.576
C -7.640 1.534 -3.455
N -8.381 0.726 -3.807
H -4.642 3.059 -3.532
H -8.091 2.247 -1.013
C -1.553 -1.395 -4.874
C -0.506 -1.366 -5.965
O -0.620 -0.162 -6.754
C -0.073 0.938 -6.262
O 0.520 1.062 -5.230
C -0.275 2.096 -7.257
F -1.528 2.125 -7.723
F 0.557 1.952 -8.297
F -0.017 3.263 -6.671
H -2.546 -1.267 -5.308
H -1.520 -2.346 -4.343
H -1.399 -0.595 -4.150
H -0.660 -2.179 -6.670
H 0.504 -1.454 -5.565
C -3.755 -0.801 1.253
C -3.138 -2.131 0.894
O -3.087 -3.016 2.037
C -4.202 -3.667 2.323
O -5.245 -3.612 1.740
C -3.963 -4.585 3.537
F -3.297 -3.948 4.508
F -3.239 -5.651 3.167
F -5.118 -5.016 4.034
H -3.226 -0.349 2.094
H -3.713 -0.126 0.403
H -4.799 -0.921 1.545
H -2.104 -2.005 0.587
H -3.673 -2.616 0.078
C -5.283 7.889 1.861
C -3.990 7.691 1.102
O -3.425 6.389 1.362
C -3.935 5.385 0.666
O -4.804 5.445 -0.154
C -3.201 4.080 1.035
F -3.047 3.963 2.356
F -1.986 4.070 0.469
F -3.874 3.020 0.596
H -5.128 7.722 2.927
H -5.650 8.904 1.715
H -6.049 7.193 1.520
H -3.233 8.399 1.435
H -4.126 7.822 0.029
C 2.008 2.762 -1.714
C 2.632 1.426 -2.050
O 2.614 0.539 -0.909
C 1.486 -0.110 -0.676
O 0.466 -0.053 -1.298
C 1.681 -1.032 0.539
F 2.320 -0.399 1.535
F 2.422 -2.097 0.211
F 0.514 -1.472 1.001
H 2.501 3.207 -0.848
H 2.102 3.440 -2.561
H 0.950 2.653 -1.476
H 3.683 1.544 -2.302
H 2.134 0.953 -2.896
C 3.221 -3.718 3.152
C 3.681 -2.417 3.772
O 3.749 -2.528 5.211
C 4.840 -3.101 5.691
O 5.771 -3.521 5.067
C 4.780 -3.118 7.231
F 3.581 -3.512 7.667
F 5.017 -1.887 7.706
F 5.700 -3.942 7.724
H 2.265 -4.025 3.578
H 3.106 -3.601 2.077
H 3.940 -4.516 3.337
H 2.969 -1.622 3.575
H 4.650 -2.106 3.383
C 8.273 -2.658 3.022
C 7.745 -3.785 2.163
O 6.793 -3.299 1.192
C 7.291 -2.767 0.085
O 8.443 -2.650 -0.212
C 6.127 -2.330 -0.823
F 5.196 -1.694 -0.107
F 5.559 -3.405 -1.390
F 6.547 -1.521 -1.792
H 7.448 -2.126 3.497
H 8.925 -3.055 3.798
H 8.840 -1.942 2.427
H 7.193 -4.501 2.767
H 8.548 -4.317 1.652
```

=====

3.
A cluster of 2 separate species, C2H4S2 in total. Source: the OMol25 dataset; level of theory: the ωB97M-V functional and the def2-TZVPD basis.

Output
Charge: 0
Molar mass: 92.19 g mol⁻¹
Kohn-Sham gap (alpha / beta): 6.326 / 8.171 eV

```
8
C2H4S2 the ωB97M-V functional and the def2-TZVPD basis
C 1.137 0.172 -1.090
C 0.447 -0.150 0.198
S 1.033 1.433 0.251
S -2.290 0.652 -0.110
H 2.147 -0.303 -1.227
H 0.637 0.368 -2.097
H -0.070 -0.880 0.793
H -2.948 -0.484 0.183
```

=====

4.
A structure of composition C2H6O4Si. Source: the OMol25 dataset; level of theory: the ωB97M-V functional and the def2-TZVPD basis.

Output
Charge: 0
Molar mass: 122.15 g mol⁻¹
Kohn-Sham gap: 10.950 eV

```
13
C2H6O4Si the ωB97M-V functional and the def2-TZVPD basis
C 0.144 0.577 -0.091
C -0.138 1.791 0.680
O 0.422 0.812 -1.387
O 0.930 -1.829 -1.967
O -0.610 -3.347 -0.417
O 0.203 -0.557 0.428
Si 0.694 -2.468 -0.615
H -0.344 2.528 -0.019
H 0.831 2.075 1.135
H -1.059 1.552 1.304
H 0.651 -0.033 -1.824
H -1.269 -3.065 -1.147
H 1.754 -2.700 0.441
```

=====

5.
An isolated molecule of C9H6Cl2N2O2. Source: the OMol25 dataset; level of theory: the ωB97M-V functional and the def2-TZVPD basis.

Output
Charge: 0
Molar mass: 245.07 g mol⁻¹
SMILES: [O-][n+]1ccc(NO)c2cc(Cl)c(Cl)cc21
Kohn-Sham gap: 6.929 eV

```
21
C9H6Cl2N2O2 the ωB97M-V functional and the def2-TZVPD basis
O 1.731 -2.188 -0.831
N 1.552 -1.201 -0.123
C 2.397 -1.062 0.934
C 2.265 -0.037 1.861
C 1.256 0.891 1.652
N 1.025 1.913 2.544
O 1.853 2.152 3.681
C 0.402 0.765 0.528
C -0.654 1.730 0.236
C -1.525 1.532 -0.842
Cl -2.748 2.737 -1.219
C -1.341 0.403 -1.699
Cl -2.284 0.039 -3.117
C -0.321 -0.502 -1.436
C 0.542 -0.337 -0.330
H 3.225 -1.779 1.077
H 2.921 0.072 2.747
H 0.402 2.646 2.224
H 1.346 2.035 4.550
H -0.774 2.653 0.810
H -0.156 -1.348 -2.133
```